A structure of composition C50H48FN5O4Ru. Source: the Open Molecules 2025 dataset; level of theory: wB97M-V/def2-TZVPD.

Highest occupied orbital energy (alpha / beta): -3.62 / -3.62 eV
Total charge: -1
Calculated total energy: -73572.4693 eV
Spin multiplicity: 6
Frontier orbital gap (alpha / beta): 5.6 / 5.6 eV
Max |F|: 1.15 eV Å⁻¹

CARTESIAN COORDINATES (ANGSTROEM)
Ru  0.00317  0.42277  -0.51269
C  2.11983  -3.58725  0.23867
C  1.70922  -2.24291  0.34843
N  0.58754  -1.80600  -0.17157
C  -0.28212  -2.64616  -0.79244
C  0.02417  -4.01660  -0.89031
C  1.27721  -4.45480  -0.39076
C  -0.92556  -4.93460  -1.40394
C  -2.16535  -4.46633  -1.70909
C  -2.48993  -3.09929  -1.61863
C  -1.56179  -2.12185  -1.25511
N  -1.73643  -0.77008  -1.20703
C  -2.90636  -0.09463  -1.43250
C  -4.00749  -0.48820  -2.18511
C  -5.16308  0.31251  -2.31526
C  -5.26863  1.52835  -1.71456
C  -4.15152  2.02018  -0.99357
C  -4.14460  3.29917  -0.39783
C  -3.02631  3.76004  0.23600
C  -1.88605  2.93786  0.25071
N  -1.88376  1.74884  -0.28945
C  -2.98303  1.24149  -0.88134
H  3.07128  -3.89693  0.64839
H  2.33198  -1.50811  0.84412
H  1.53669  -5.50253  -0.50038
H  -0.66533  -5.98190  -1.49421
H  -2.93580  -5.15243  -2.04330
H  -3.50497  -2.83306  -1.83451
H  -3.98756  -1.39878  -2.75196
H  -5.97917  -0.06766  -2.91853
H  -6.15908  2.13802  -1.80581
H  -5.03739  3.91050  -0.46815
H  -2.98851  4.74007  0.69088
H  -0.94484  3.26850  0.67370
C  1.89755  -1.86214  6.72320
C  0.87963  -2.75115  6.02414
C  -0.21568  -3.19614  6.98307
C  -1.15689  -4.16293  6.28893
C  -1.69736  -3.54368  5.02985
C  -2.90313  -3.94746  4.49866
C  -3.39620  -3.35340  3.34375
F  -4.57600  -3.79850  2.86156
C  -2.73175  -2.34538  2.70785
C  -1.50886  -1.91428  3.23531
C  -0.80016  -0.82407  2.52649
O  -1.34535  -0.28391  1.56439
C  0.49794  -0.50880  3.04543
C  0.92809  -1.13985  4.17033
N  0.25481  -2.08370  4.86343
C  -0.98255  -2.51600  4.38198
C  1.45749  0.50115  2.44673
O  2.44536  0.81071  3.11432
O  1.19678  0.93989  1.27748
H  2.13694  -2.30528  7.69015
H  1.49316  -0.86358  6.89517
H  2.82818  -1.76129  6.16812
H  1.38674  -3.64804  5.64613
H  -0.76233  -2.31219  7.32607
H  0.24716  -3.65836  7.85595
H  -1.98404  -4.44605  6.94194
H  -0.61500  -5.08324  6.04634
H  -3.48013  -4.73141  4.97402
H  -3.11148  -1.87356  1.81139
H  1.90179  -0.84886  4.53603
C  4.13838  3.50760  0.78369
C  2.73957  3.50120  0.17558
C  1.95894  4.74130  0.62085
C  2.70532  3.39026  -1.33280
C  3.76932  3.81277  -2.10861
C  3.71797  3.74352  -3.49523
C  2.53695  3.34730  -4.08897
C  1.40683  2.97871  -3.35628
C  0.13704  2.81060  -4.18829
C  -1.13059  2.39916  -3.45956
C  -0.17166  4.13101  -4.91403
C  1.52840  2.87242  -1.94793
O  0.58943  2.35300  -1.16828
H  4.07113  3.34695  1.86138
H  4.65590  4.45805  0.61741
H  4.75883  2.71258  0.36512
H  2.20815  2.64322  0.57698
H  2.44041  5.65461  0.25647
H  1.89995  4.79673  1.71137
H  0.94400  4.71398  0.21901
H  4.66776  4.17702  -1.62336
H  4.57467  4.02085  -4.09796
H  2.46838  3.33315  -5.17243
H  0.35392  2.05186  -4.95087
H  -1.44584  3.18567  -2.77129
H  -0.98113  1.49341  -2.88987
H  -1.93281  2.23168  -4.18539
H  -0.38438  4.91387  -4.18116
H  -1.05110  4.01883  -5.55513
H  0.65880  4.47421  -5.52982
C  -0.77530  -0.93194  -4.09688
C  0.64072  -0.73264  -3.65785
C  1.73212  -1.08945  -4.41905
C  2.88230  -0.81744  -3.64141
C  2.42690  -0.30100  -2.44851
C  3.28991  0.14495  -1.31374
N  1.04551  -0.22901  -2.43598
H  -0.82717  -0.80959  -5.18223
H  -1.47340  -0.22720  -3.65842
H  -1.14770  -1.93425  -3.87014
H  1.69515  -1.49586  -5.41968
H  3.91616  -0.95299  -3.92211
H  4.01333  0.89203  -1.64752
H  3.85493  -0.68562  -0.88327
H  2.73288  0.60778  -0.50489

These are the Mulliken partial charges, in e, on atoms 1 to 2:
1 Ru 1.178
2 C -1.427

A cluster of 5 separate species, C37H78BBrN5O19P2 in total. Source: the Open Molecules 2025 dataset; level of theory: wB97M-V/def2-TZVPD.

Highest occupied orbital energy: -12.12 eV
Total charge: +1
Calculated total energy: -175283.2832 eV
Frontier orbital gap: 9.3 eV
Max |F|: 4.82 eV Å⁻¹

CARTESIAN COORDINATES (ANGSTROEM)
C  -4.17108  -3.75027  -1.19303
C  -3.02393  -4.65086  -1.71845
C  -1.62290  -4.03027  -1.36630
C  -0.69222  -4.12591  -2.58473
C  0.69295  -3.45360  -2.37936
C  0.47754  -2.01281  -1.83114
C  1.43745  -0.94998  -2.40642
C  1.04491  0.41798  -1.76159
C  1.58162  0.52153  -0.30096
C  1.34942  1.92245  0.31231
C  0.06594  2.08130  1.18934
N  0.18417  1.42645  2.50779
C  0.77048  2.07573  3.47484
Br  1.58435  3.76133  3.54292
N  0.78985  1.37112  4.61554
C  0.17892  0.21916  4.28161
N  0.04238  -0.68547  5.22743
C  -0.64722  -1.98155  5.08105
C  -0.47735  -2.96293  6.24741
P  1.15910  -3.81055  6.20003
O  2.23652  -2.93239  5.73889
O  1.48027  -4.57882  7.56711
C  1.75168  -3.67455  8.68276
C  1.56779  -4.51158  9.96451
O  0.92895  -4.95906  5.06496
C  1.75220  -6.13493  5.26080
C  3.28238  -5.87906  5.09887
B  0.64846  -0.26294  6.56248
O  2.00480  -0.25901  6.76773
O  -0.12030  0.07754  7.64138
C  -1.44084  0.58394  7.34491
C  -2.50381  -0.49461  7.66705
N  -0.21708  0.18210  2.95432
P  -0.99000  -1.02222  1.98303
N  -1.34145  -0.53702  0.56191
O  0.05389  -2.24558  1.80970
O  -2.38635  -1.56266  2.64979
H  -3.99243  -2.68237  -1.38234
H  -4.32163  -3.85823  -0.10629
H  -5.11165  -4.04991  -1.67718
H  -3.09285  -4.60617  -2.81457
H  -3.13845  -5.66363  -1.32044
H  -1.83073  -3.00594  -1.03279
H  -1.22237  -4.56530  -0.48841
H  -1.16398  -3.64896  -3.45701
H  -0.51966  -5.19882  -2.76572
H  1.32525  -3.46256  -3.27574
H  1.19606  -4.02459  -1.58072
H  -0.54535  -1.65059  -1.99561
H  0.62504  -2.04517  -0.74612
H  2.49803  -1.18408  -2.22598
H  1.27314  -0.85106  -3.49010
H  1.48733  1.27228  -2.29435
H  -0.04606  0.53251  -1.68639
H  1.25192  -0.32049  0.31783
H  2.67701  0.40915  -0.39988
H  1.38588  2.69984  -0.45838
H  2.18185  2.08783  1.01985
H  0.00955  3.16178  1.38630
H  -0.85527  1.85498  0.64862
H  -1.72124  -1.77717  5.00091
H  -0.25453  -2.49937  4.19582
H  -0.75699  -2.59340  7.23884
H  -1.18822  -3.78309  6.04628
H  2.78168  -3.31654  8.57644
H  1.03001  -2.84591  8.65958
H  0.48609  -4.61845  10.11975
H  1.98228  -5.51541  9.82307
H  2.02858  -3.97189  10.79752
H  1.51383  -6.67895  6.18240
H  1.47939  -6.82003  4.44592
H  3.46402  -4.92485  4.59542
H  3.67834  -6.65816  4.43461
H  3.74233  -5.92932  6.09047
H  2.32272  0.64169  6.59768
H  -1.53874  1.03259  6.34833
H  -1.61276  1.39851  8.06179
H  -2.82727  -1.08909  6.80519
H  -2.03636  -1.19589  8.37521
H  -3.35219  -0.07079  8.21696
H  -2.34112  -0.63553  0.40176
H  0.94230  -1.91786  2.04718
H  -2.85981  -0.74290  2.88456
C  0.51509  7.11927  2.61791
C  -0.97223  7.35211  2.79258
O  -1.49201  8.22716  1.78898
C  -1.61798  7.68863  0.57298
O  -1.34908  6.55177  0.26850
O  -2.08167  8.62616  -0.24990
C  -2.17508  8.21288  -1.61659
H  1.05294  8.06805  2.59827
H  0.90513  6.50640  3.43160
H  0.73073  6.61385  1.67618
H  -1.15079  7.84346  3.74786
H  -1.53007  6.41375  2.80184
H  -2.77396  7.30948  -1.71422
H  -1.17845  8.05672  -2.02791
H  -2.65981  9.01646  -2.16433
C  3.03450  1.48164  -9.22376
C  2.11504  1.42037  -8.02129
O  1.78736  0.06743  -7.66602
C  2.75770  -0.62669  -7.07498
O  3.86222  -0.22499  -6.80569
O  2.30380  -1.86115  -6.84094
C  3.28836  -2.73408  -6.29000
H  2.59850  0.94029  -10.06494
H  3.21127  2.51597  -9.51909
H  3.99750  1.01848  -9.01123
H  1.17032  1.90437  -8.26407
H  2.53730  1.94520  -7.16258
H  3.72099  -2.31850  -5.38099
H  4.06605  -2.92949  -7.02750
H  2.79893  -3.67296  -6.04200
C  5.56921  2.06284  -3.40358
C  4.51890  2.29375  -4.47076
O  3.66419  3.40227  -4.14056
C  4.20850  4.61300  -4.27624
O  5.32391  4.85508  -4.65572
O  3.29819  5.52116  -3.90376
C  3.78541  6.86507  -3.90918
H  5.09830  1.93457  -2.42591
H  6.16131  1.17704  -3.63369
H  6.24524  2.91339  -3.32135
H  3.87487  1.41795  -4.53436
H  4.96823  2.43626  -5.45358
H  4.19765  7.13028  -4.88078
H  4.53537  6.99375  -3.12922
H  2.94096  7.51608  -3.69651
C  -8.61426  0.31678  -5.16589
C  -7.90134  -0.27571  -3.96759
O  -7.07324  -1.38882  -4.33420
C  -5.94290  -1.08347  -4.97191
O  -5.55642  0.02262  -5.25037
O  -5.31067  -2.22477  -5.26771
C  -4.12613  -2.04182  -6.04634
H  -9.18457  -0.45266  -5.68876
H  -9.29155  1.11242  -4.85488
H  -7.90687  0.73199  -5.88280
H  -8.63771  -0.66683  -3.26680
H  -7.31346  0.47440  -3.43637
H  -3.43821  -1.35140  -5.56093
H  -4.38507  -1.68514  -7.04253
H  -3.64488  -3.01282  -6.13514

These are the Mulliken partial charges, in e, on atoms 1 to 2:
1 C -1.182
2 C -0.452

The molecule C5H11NO3. Source: the Open Molecules 2025 dataset; level of theory: wB97M-V/def2-TZVPD.

SMILES: CCOCCOC(N)=O
Highest occupied orbital energy: -10.17 eV
Calculated total energy: -12994.9732 eV
Frontier orbital gap: 11.0 eV
Max |F|: 5.54 eV Å⁻¹

CARTESIAN COORDINATES (ANGSTROEM)
C  2.02947  -0.89663  -0.68730
C  1.60224  -0.46597  0.72119
O  1.54132  0.92359  0.91792
C  0.61344  1.57535  0.08790
C  -0.83664  1.22819  0.40048
O  -1.51463  0.69667  -0.76653
C  -2.54206  -0.09125  -0.37031
N  -2.22920  -1.40326  -0.00531
O  -3.62089  0.28989  -0.33510
H  2.72031  -1.72425  -0.59341
H  1.19884  -1.28193  -1.26044
H  2.54354  -0.12081  -1.23657
H  2.34750  -0.82543  1.41244
H  0.67807  -0.98301  0.98144
H  0.82479  1.46660  -0.97194
H  0.72102  2.62863  0.30244
H  -0.85572  0.48612  1.19490
H  -1.36436  2.09100  0.78140
H  -1.22634  -1.52547  0.07637
H  -2.63069  -2.06801  -0.64956

These are the natural (NBO) partial charges, in e, on atoms 1 to 2:
1 C -0.655
2 C -0.064